(1)
Below is a structure of composition C31H48InN6S, with properties calculated with ωB97M-V/def2-TZVPD.

Positions of all 87 atoms, in Å:
1 In 0.33127 -3.21559 -1.04507
2 S -3.33372 -2.32463 -1.48581
3 N -5.84991 -3.40816 2.38521
4 N -3.97464 5.75658 -5.15493
5 N -1.10246 -0.17533 4.98775
6 N 2.15643 4.18272 -3.56444
7 N 4.82857 1.19260 1.94407
8 N 0.35839 1.15105 -0.14777
9 C 2.01674 2.50167 0.42107
10 C 0.40955 1.15132 1.21429
11 C -2.36612 -4.69787 -0.31908
12 C -3.12169 -4.13073 -1.54052
13 C 6.54009 2.47183 2.51361
14 C 2.13500 -4.50801 -0.71559
15 C -1.56475 0.34860 6.16184
16 C 0.68117 0.45035 6.13003
17 C 1.42377 1.98812 1.60574
18 C 0.90029 5.67772 -4.59888
19 C 1.49816 3.51162 -4.55840
20 C 5.92041 1.98392 3.69622
21 C -4.52146 -1.68988 2.74712
22 C -5.05440 -2.48324 1.77122
23 C -3.58869 3.71352 -4.40168
24 C -0.47962 0.74837 6.89600
25 C 3.60379 -2.48594 -1.52186
26 C -2.61162 4.59114 -3.85797
27 C 4.86660 1.19772 3.30727
28 C 1.79909 5.50161 -3.58040
29 C -5.00704 -2.15467 4.00049
30 C 0.26051 -0.11654 4.95592
31 C 1.33470 1.96141 -0.64088
32 C -1.34164 -3.79073 0.34320
33 C 0.70809 4.41301 -5.21918
34 C 2.05383 -5.76850 -1.59656
35 C -5.82739 -3.22044 3.74246
36 C -2.87630 5.84340 -4.34039
37 C 3.53019 -3.85519 -0.85236
38 C -4.41436 4.46101 -5.19818
39 C 5.83946 1.96390 1.44999
40 H 0.05728 4.19056 -6.04751
41 H 1.46906 2.07640 -1.70233
42 H 2.52015 -6.62435 -1.10343
43 H -4.11147 -4.56952 -1.58788
44 H -1.81794 -2.89062 0.72943
45 H -0.27309 0.55217 1.79118
46 H -0.26628 0.59109 -0.70309
47 H -2.61922 0.39088 6.37369
48 H -1.85243 -5.58461 -0.68528
49 H -4.92179 -2.45673 0.70323
50 H 4.14240 0.64778 3.88307
51 H 3.38162 -1.68810 -0.82195
52 H 0.68284 -1.47792 -0.91603
53 H 2.92880 -2.41537 -2.36896
54 H -4.77517 -1.75978 4.97618
55 H -3.11754 -5.05734 0.39152
56 H -5.27140 4.18372 -5.78718
57 H 2.79663 3.76628 -2.91363
58 H 7.39795 3.12028 2.45056
59 H 4.14611 0.70656 1.38671
60 H -1.80461 4.33107 -3.19435
61 H -3.85342 -2.18563 -2.70696
62 H 4.61550 -2.31003 -1.89193
63 H -3.67240 2.65401 -4.22789
64 H 2.05856 -4.85604 0.31356
65 H -2.37853 6.78305 -4.17519
66 H 2.20848 6.19667 -2.86814
67 H 1.64315 2.45527 -4.70636
68 H 0.81197 -0.48548 4.10758
69 H -6.36131 -4.12730 1.90942
70 H 5.97382 2.08735 0.38935
71 H 6.21188 2.18747 4.71296
72 H 1.71459 2.19656 2.62240
73 H 2.59398 -5.61242 -2.52860
74 H -2.58322 -4.37811 -2.44571
75 H -0.51348 1.20208 7.87238
76 H 1.03296 -6.02352 -1.87179
77 H 4.18219 -4.52465 -1.41774
78 H -4.39052 6.52401 -5.64713
79 H -1.67811 -0.55127 4.25902
80 H -0.94466 -4.31165 1.21416
81 H 3.99300 -3.77697 0.13166
82 H -0.26831 -3.60011 -2.70248
83 H -3.84833 -0.87154 2.56511
84 H 1.70571 0.63197 6.40837
85 H 2.85551 3.17680 0.35918
86 H 0.42692 6.60755 -4.86609
87 H -6.38812 -3.85825 4.40336

Computed properties:
**2S+1**: 1
**E_HOMO**: -0.165 Eh
**Charge**: -1
**HOMO-LUMO gap**: 6.79 eV

Mulliken atomic charge list, values in e, 6 entries:
1 In 0.633
2 S -0.220
3 N 0.026
4 N 0.008
5 N 0.111
6 N 0.026


(2)
Below is the ion C3H12N2 with charge +2 in a non-equilibrium geometry, with properties calculated with ωB97M-V/def2-TZVPD.

Positions of all 17 atoms, in Å:
1 N -0.08208 -2.57532 -0.44586
2 N 0.40266 2.39425 0.80060
3 C 0.06751 1.35751 -0.19778
4 C -0.04921 -0.12679 0.42398
5 C -0.54669 -1.08692 -0.69193
6 H 0.86443 1.25789 -0.85607
7 H 0.27099 3.41482 0.43584
8 H -0.27102 -0.73579 -1.69916
9 H -0.07989 -2.83201 0.47989
10 H 0.05097 2.40787 1.71456
11 H -0.78042 -0.19421 1.19950
12 H 1.55832 2.38637 1.06512
13 H 0.88912 -2.68181 -0.84178
14 H -0.83277 -3.12648 -0.87794
15 H -1.64301 -1.13462 -0.67905
16 H -0.82297 1.71529 -0.69188
17 H 1.00407 -0.44006 0.86197

Computed properties:
**2S+1**: 1
**E_HOMO**: -0.783 Eh
**Charge**: +2
**Energy above the lowest of the compared OMol25 structures with the same formula, charge and spin**: 29.36 kcal/mol
**HOMO-LUMO gap**: 14.11 eV
**SMILES**: [NH3+]CCC[NH3+]

Mulliken atomic charge list, values in e, 6 entries:
1 N -0.290
2 N -0.423
3 C -0.814
4 C -0.463
5 C -0.700
6 H 0.367


(3)
Below is a structure of composition C18H33CoN5O2Te in a non-equilibrium geometry, with properties calculated with ωB97M-V/def2-TZVPD.

Positions of all 60 atoms, in Å:
1 Te 1.14246 -3.79132 -0.38551
2 Co -0.05441 0.44056 0.19928
3 O -1.55833 -0.96960 0.00869
4 O -0.61654 -1.65460 1.92932
5 N 0.03528 0.33438 -1.92288
6 N 0.16907 2.51522 -0.21830
7 N -2.10406 -3.68430 2.31496
8 N 1.87859 0.07500 -0.03358
9 N 0.62571 1.08662 2.09394
10 C -2.36818 -2.96318 1.00515
11 C 2.35298 -0.24373 -1.23708
12 C -0.13281 1.70763 -2.45879
13 C 3.68881 -0.53789 -1.41801
14 C 4.01890 -0.14208 0.93513
15 C 4.52645 -0.49530 -0.31095
16 C 0.62834 2.68968 -1.60799
17 C 1.31170 -0.31278 -2.32478
18 C 1.29091 -5.48523 0.88914
19 C 0.62727 2.57145 2.15042
20 C -4.13115 -2.42826 2.56276
21 C -3.35588 -3.58819 3.16923
22 C 1.01616 3.14802 0.80895
23 C -1.42932 -1.76749 0.99101
24 C 2.67229 0.14193 1.03501
25 C 1.96288 0.47405 2.32640
26 C 0.41615 -4.92540 -2.02996
27 C -3.84765 -2.57104 1.05991
28 H 5.57632 -0.74399 -0.41735
29 H -0.46412 -5.48486 -1.71778
30 H 1.11635 -1.36656 -2.53264
31 H 0.14862 -4.23891 -2.83463
32 H 4.06778 -0.79712 -2.40081
33 H -4.01548 -1.65787 0.49678
34 H 1.19337 -5.60602 -2.37399
35 H 1.30419 2.93043 2.92485
36 H 2.58682 1.12345 2.94081
37 H 0.00347 0.73574 2.81113
38 H 2.09785 -6.12720 0.54102
39 H -3.76588 -1.47187 2.94139
40 H -0.73705 -0.23216 -2.25041
41 H 0.19006 1.77202 -3.49757
42 H -3.90276 -4.52071 3.06456
43 H -0.76480 2.91136 -0.14382
44 H -3.07311 -3.46147 4.20896
45 H 4.65832 -0.09374 1.80876
46 H 0.47551 3.70634 -1.96900
47 H 2.05912 2.92592 0.57656
48 H 1.51046 -5.14702 1.90288
49 H 1.70031 2.48504 -1.64100
50 H 1.70126 0.12471 -3.24648
51 H 0.35024 -6.03682 0.86315
52 H 1.81415 -0.45667 2.87357
53 H 0.90316 4.23044 0.81819
54 H -4.46727 -3.35862 0.63205
55 H -1.32476 -3.14019 2.70112
56 H -2.10400 -3.59885 0.16515
57 H -1.19789 1.94604 -2.42690
58 H -5.19100 -2.50428 2.79688
59 H -1.80116 -4.64444 2.18067
60 H -0.38002 2.89879 2.41248

Computed properties:
**2S+1**: 2
**E_HOMO (alpha / beta)**: -0.471 / -0.471 Eh
**Charge**: +2
**Energy above the lowest of the compared OMol25 structures with the same formula, charge and spin**: 21.57 kcal/mol
**HOMO-LUMO gap (alpha / beta)**: 7.37 / 7.99 eV

Mulliken atomic charge list, values in e, 6 entries:
1 Te 0.217
2 Co 0.139
3 O -0.836
4 O -0.740
5 N -0.062
6 N -0.114


(4)
Below is a structure of composition C4H13N3 in a non-equilibrium geometry, with properties calculated with ωB97M-V/def2-TZVPD.

Positions of all 20 atoms, in Å:
1 N 0.12734 -0.36534 -0.84480
2 N 1.02420 1.65353 -0.58254
3 N -0.03164 0.00877 0.58395
4 C 0.71305 0.83781 -1.51410
5 C 0.89770 1.17778 0.71627
6 C 0.31300 -1.09058 1.45541
7 C -1.05656 -0.87282 -1.51276
8 H 0.53952 0.91141 -2.58864
9 H 1.82290 0.81363 1.26562
10 H -2.29365 0.32988 1.99281
11 H 1.30952 -1.46673 1.17301
12 H -0.96000 -1.09122 -2.64718
13 H -1.44638 -1.73235 -0.86250
14 H 0.40977 1.71033 1.45386
15 H 0.99367 -1.09104 -1.12400
16 H -1.90020 -0.25652 -1.57897
17 H 1.23805 2.68420 -0.79939
18 H 0.24941 -0.57646 2.45167
19 H -1.55486 0.30230 1.66105
20 H -0.39483 -1.88660 1.30124

Computed properties:
**2S+1**: 1
**E_HOMO**: -0.704 Eh
**Charge**: +2
**Energy above the lowest of the compared OMol25 structures with the same formula, charge and spin**: 178.33 kcal/mol
**HOMO-LUMO gap**: 8.30 eV

Mulliken atomic charge list, values in e, 6 entries:
1 N -0.173
2 N 0.118
3 N -0.136
4 C 0.042
5 C -0.616
6 C -0.987


(5)
Below is a cluster of 3 separate species, C26H43FN2O3 in total in a non-equilibrium geometry, with properties calculated with ωB97M-V/def2-TZVPD.

Positions of all 75 atoms, in Å:
1 F -3.16506 -3.23858 3.31120
2 O 5.72087 3.30445 -2.06850
3 O -4.59177 -0.53337 -1.32508
4 O -6.75216 -5.25791 -3.10574
5 N -3.28741 -2.04383 1.05189
6 N 0.04034 -2.33033 0.98845
7 C -2.37497 -1.51879 -0.02050
8 C -7.05217 -4.11548 -2.30804
9 C 3.08174 0.89616 1.16806
10 C -2.43454 -2.68458 2.11099
11 C 2.37784 1.58257 2.48637
12 C 6.12494 5.48258 -1.13497
13 C 0.10644 -1.00565 -1.35995
14 C -2.26142 -0.05814 -2.52915
15 C 6.58527 4.03510 -1.20220
16 C -0.81439 -2.83453 2.11644
17 C -2.97886 2.86359 -1.91486
18 C -0.60110 -0.19464 -2.59775
19 C -2.92705 2.40153 -3.35982
20 C 1.82048 -0.06515 4.58403
21 C -3.11049 -0.71323 -1.28601
22 C 1.82512 -1.58293 3.88220
23 C -0.03172 -3.57261 3.38330
24 C 0.60970 -2.51958 4.46550
25 C 2.98675 0.83024 3.82655
26 C -6.12225 -4.08243 -1.10564
27 C 8.01413 3.93113 -1.71133
28 C 1.78019 2.90623 -0.21902
29 C -8.51003 -4.16884 -1.87973
30 C -0.75490 -1.64716 -0.08753
31 C -2.94915 0.78794 -3.78294
32 C 3.02646 1.80799 -0.19372
33 H -2.87335 3.22420 -4.21397
34 H 2.05847 -0.26862 5.73101
35 H 5.77719 3.70170 -2.95338
36 H 8.32766 2.88317 -1.76624
37 H -6.31715 -3.20611 -0.47976
38 H -0.20322 -1.82767 4.95310
39 H 2.85731 -2.06772 4.23441
40 H 4.23148 0.74088 1.44027
41 H -5.07605 -4.05665 -1.42897
42 H 8.09990 4.33996 -2.72438
43 H 1.82689 3.44636 -1.28149
44 H 3.85169 0.08934 3.48751
45 H 1.82924 -1.44246 2.71962
46 H 0.79748 0.49098 4.46489
47 H -6.88298 -3.22884 -2.92866
48 H -4.06805 0.41898 -3.97348
49 H 2.88562 1.10367 -1.11867
50 H 4.04427 2.39753 -0.34235
51 H 5.09083 5.54129 -0.77871
52 H -2.29085 0.68793 -4.76914
53 H -6.89955 -6.05005 -2.56280
54 H 6.76051 6.06823 -0.46361
55 H 1.08581 -3.18276 5.33434
56 H 8.70645 4.47019 -1.05730
57 H 1.92270 3.76357 0.58989
58 H 6.14370 5.94640 -2.12755
59 H 1.29330 -1.12270 -1.33024
60 H -8.77667 -3.29513 -1.27709
61 H -9.16714 -4.20474 -2.75521
62 H 0.04995 0.28002 -3.47101
63 H -6.24128 -4.98320 -0.49314
64 H -0.71510 -4.39636 3.90399
65 H -3.26257 2.12840 -1.04520
66 H 2.62180 -0.18632 0.99200
67 H 6.51447 3.57983 -0.20840
68 H 3.46796 1.64207 4.54186
69 H -4.90099 -1.31892 -1.89966
70 H 2.65099 2.72905 2.51717
71 H -2.70424 3.97732 -1.59203
72 H 1.21766 1.37386 2.43710
73 H -8.71375 -5.07270 -1.29465
74 H 0.72378 2.41375 -0.10486
75 H 0.87496 -4.18947 2.91228

Computed properties:
**2S+1**: 1
**E_HOMO**: -0.308 Eh
**Energy above the lowest of the compared OMol25 structures with the same formula, charge and spin**: 194.72 kcal/mol
**HOMO-LUMO gap**: 7.07 eV
**SMILES**: C=CCc1ccc2nc(CCCCCCCCC)c(F)nc2c1O.CC(C)O.CC(C)O

Mulliken atomic charge list, values in e, 6 entries:
1 F -0.288
2 O -0.536
3 O -0.533
4 O -0.556
5 N -0.416
6 N -0.443


(6)
Below is an isolated molecule of C5H8BrFN2 in a non-equilibrium geometry, with properties calculated with ωB97M-V/def2-TZVPD.

Positions of all 17 atoms, in Å:
1 Br 3.88842 -0.52900 -0.14095
2 F 2.44418 2.61773 0.41144
3 N 0.52457 -0.86026 0.00245
4 N -0.21697 0.21499 -0.33005
5 C 0.22412 1.48736 0.17317
6 C 0.58774 -1.24950 1.38616
7 C 2.39049 0.28366 0.04185
8 C 1.79779 1.40535 0.23282
9 C -0.65420 0.14422 -1.75649
10 H -0.04322 2.43928 -0.36014
11 H 0.70421 -0.53960 2.14985
12 H -0.78737 -0.93473 -1.93327
13 H -1.70681 0.60890 -1.86223
14 H -0.05611 0.67976 -2.45526
15 H 1.36097 -2.06895 1.63226
16 H 0.06114 1.65518 1.23156
17 H -0.45783 -1.73244 1.43975

Computed properties:
**2S+1**: 3
**E_HOMO (alpha / beta)**: -0.232 / -0.326 Eh
**HOMO-LUMO gap (alpha / beta)**: 7.13 / 7.56 eV

Mulliken atomic charge list, values in e, 6 entries:
1 Br -0.038
2 F -0.306
3 N -0.630
4 N 0.448
5 C -0.785
6 C -0.810


(7)
Below is a structure of composition C8H5F3N3O2S in a non-equilibrium geometry, with properties calculated with ωB97M-V/def2-TZVPD.

Positions of all 22 atoms, in Å:
1 S -0.02556 -0.16557 -1.99475
2 F 3.58477 -1.07085 -1.33289
3 F 3.55808 1.06174 -1.32708
4 F 2.67827 -0.00912 -3.03121
5 O 1.45612 2.11492 2.01704
6 O 1.47782 -2.05569 1.98128
7 N -4.08042 -1.95710 -0.08871
8 N -4.08580 1.93574 -0.09204
9 N 0.85696 0.00438 2.71446
10 C -2.33131 -0.01218 -0.17514
11 C 2.81503 -0.01179 -1.71176
12 C -3.20089 -1.18122 -0.14292
13 C 0.26151 -0.69834 0.38436
14 C 0.81915 -1.09113 1.71004
15 C 0.81487 1.14582 1.70671
16 C -3.20976 1.16220 -0.14292
17 C 0.28042 0.78220 0.30804
18 H 0.77788 1.17268 -0.92320
19 H -0.62929 1.36126 0.20048
20 H -0.58372 -1.33743 0.19863
21 H 0.70810 -1.14600 -1.13887
22 H -1.94224 -0.00453 0.88045

Computed properties:
**2S+1**: 1
**E_HOMO**: -0.210 Eh
**Charge**: -1
**Energy above the lowest of the compared OMol25 structures with the same formula, charge and spin**: 212.20 kcal/mol
**HOMO-LUMO gap**: 4.88 eV

Mulliken atomic charge list, values in e, 6 entries:
1 S -0.119
2 F -0.233
3 F -0.214
4 F -0.209
5 O -0.589
6 O -0.612


no.,E_tot (eV)
1,-57872.6623
2,-6267.9625
3,-75655.6454
4,-8805.8440
5,-39481.7578
6,-81047.5259
7,-35918.7622